# 1
{"formula": "C35H60O30", "method": "wB97M-V/def2-TZVPD", "total_charge": 0, "e_homo_ev": -10.461, "e_above_lowest_kcal_mol": 83.1, "homo_lumo_gap_ha": 0.3921, "species": ["C", "C", "C", "O", "C", "O", "O", "H", "H", "H", "H", "H", "H", "C", "C", "C", "O", "C", "O", "O", "H", "H", "H", "H", "H", "H", "C", "C", "C", "O", "C", "O", "O", "H", "H", "H", "H", "H", "H", "C", "C", "C", "O", "C", "O", "O", "H", "H", "H", "H", "H", "H", "C", "C", "C", "O", "C", "O", "O", "H", "H", "H", "H", "H", "H", "C", "O", "C", "O", "O", "C", "H", "H", "H", "H", "H", "H", "C", "O", "C", "O", "O", "C", "H", "H", "H", "H", "H", "H", "C", "O", "C", "O", "O", "C", "H", "H", "H", "H", "H", "H", "C", "O", "C", "O", "O", "C", "H", "H", "H", "H", "H", "H", "C", "O", "C", "O", "O", "C", "H", "H", "H", "H", "H", "H"], "xyz": [[0.651401, -3.615823, 3.357722], [1.778781, -3.910583, 2.420152], [2.578031, -5.147593, 2.714042], [2.765471, -5.599303, 1.378952], [1.879871, -5.040563, 0.550442], [1.772741, -5.325633, -0.632638], [1.195991, -4.170593, 1.214032], [0.084041, -4.489423, 3.678712], [-0.018279, -2.954613, 2.807792], [0.950081, -3.080743, 4.259152], [2.468201, -3.066553, 2.440772], [1.990071, -5.828623, 3.329352], [3.472471, -4.852083, 3.262452], [-1.556279, 2.281557, 1.044152], [-2.476269, 3.443037, 0.759232], [-2.553899, 4.412447, 1.931762], [-1.742489, 5.458307, 1.390342], [-1.562489, 5.481117, 0.145622], [-0.872639, 6.278597, -0.513078], [-1.981499, 4.249227, -0.289118], [-0.572199, 2.655347, 1.326952], [-1.473589, 1.520097, 0.268632], [-1.972199, 1.712007, 1.875252], [-3.445009, 3.050237, 0.450422], [-2.021369, 4.209717, 2.860962], [-3.555079, 4.690857, 2.260752], [-2.464379, -4.473103, -0.069428], [-2.442549, -5.920563, 0.255022], [-1.318689, -6.622903, -0.500648], [-0.453879, -7.048473, 0.502092], [-0.981069, -6.839313, 1.735342], [-0.404429, -7.106583, 2.819242], [-2.060689, -6.146263, 1.618362], [-1.489949, -4.017803, -0.246318], [-3.071009, -3.838703, 0.576822], [-2.934749, -4.427623, -1.051668], [-3.458889, -6.272743, 0.078622], [-0.858659, -5.958153, -1.231788], [-1.656889, -7.476543, -1.088048], [1.598411, 1.906927, -1.085368], [2.163821, 2.943937, -2.093438], [1.760411, 4.347197, -1.767588], [2.896011, 5.111807, -2.053648], [3.958301, 4.298847, -2.037248], [5.106601, 4.684427, -2.004378], [3.548741, 3.017117, -2.167978], [1.927931, 2.268337, -0.111248], [1.921781, 0.869067, -1.165278], [0.513951, 2.010817, -1.049798], [1.741741, 2.638007, -3.050698], [1.432501, 4.395647, -0.729208], [1.013461, 4.717797, -2.469598], [-2.469059, -1.692373, -4.128348], [-2.308619, -0.313473, -4.740068], [-3.610039, 0.569727, -4.844328], [-3.347469, 1.709217, -4.006318], [-2.162609, 1.619157, -3.426258], [-1.651469, 2.535197, -2.708848], [-1.570859, 0.436607, -3.804898], [-3.088059, -1.579803, -3.238248], [-1.552589, -2.197623, -3.823528], [-3.040229, -2.370263, -4.762648], [-1.733869, -0.287573, -5.665858], [-4.418069, -0.008083, -4.395638], [-4.009629, 0.758107, -5.840798], [2.541201, 2.612217, -5.912278], [1.777371, 1.550347, -5.381548], [2.232041, 0.301347, -5.469068], [3.161381, -0.020543, -6.210898], [1.380681, -0.560053, -4.828618], [1.421171, -1.950703, -5.131978], [3.583291, 2.709917, -5.607938], [2.046421, 3.575897, -5.791388], [2.686701, 2.399067, -6.971288], [1.103491, -2.552803, -4.280708], [2.414811, -2.223673, -5.487318], [0.786581, -2.220323, -5.976198], [-1.407869, 5.153527, 5.869052], [-1.019749, 3.811887, 5.855642], [-0.055659, 3.347877, 5.001932], [0.113091, 2.169937, 4.768832], [0.538211, 4.327957, 4.271222], [1.429431, 4.003907, 3.193452], [-0.557089, 5.822277, 5.999582], [-2.047139, 5.318887, 6.736282], [-1.867189, 5.416137, 4.916072], [2.233891, 3.366627, 3.560612], [1.872521, 4.949997, 2.882502], [0.940961, 3.491637, 2.364542], [1.254731, 0.220667, 2.899132], [0.484531, -0.150903, 1.775372], [0.986981, -0.932533, 0.798312], [2.154911, -1.342953, 0.659352], [-0.023689, -1.160043, -0.024798], [0.189881, -1.979073, -1.208998], [1.735521, 1.197707, 2.850932], [1.924101, -0.620193, 3.080752], [0.633981, 0.200727, 3.794882], [0.664501, -2.929413, -0.964708], [0.851901, -1.561883, -1.967808], [-0.814499, -2.102393, -1.614128], [-6.069849, 2.277547, -1.471268], [-5.174749, 1.680837, -0.528248], [-4.692569, 0.511007, -0.758738], [-4.830979, -0.218453, -1.739148], [-4.057269, 0.204497, 0.357602], [-3.239289, -0.937213, 0.341452], [-5.702349, 3.262807, -1.758168], [-7.022859, 2.276797, -0.942218], [-6.243229, 1.711387, -2.386418], [-2.605839, -0.719453, 1.201352], [-2.664289, -1.234933, -0.535388], [-3.794559, -1.825813, 0.641722], [4.037921, -1.878173, 5.327392], [4.095181, -0.769433, 4.416472], [4.740191, -0.938373, 3.204372], [5.277381, -1.953513, 2.728302], [4.423081, 0.277637, 2.500962], [4.776721, 0.532317, 1.183882], [4.980511, -2.179353, 5.784462], [3.472891, -2.643433, 4.795232], [3.441631, -1.560233, 6.182642], [4.672311, -0.332183, 0.528252], [5.820251, 0.846917, 1.170322], [4.199191, 1.367297, 0.787212]], "forces_ev_per_angstrom": [[-0.6, 0.6, 0.6], [0.2, 0.7, 3.3], [-0.7, 0.6, 0.4], [1.4, -1.5, 0.0], [1.4, -2.0, -2.6], [-0.1, 0.7, 1.9], [-2.2, 1.6, -1.9], [0.1, -0.2, -0.2], [-0.2, 0.1, 0.2], [0.2, 0.0, 0.0], [-0.1, 0.3, -0.9], [0.1, -0.5, -0.4], [0.4, -0.5, -0.6], [0.0, -0.4, 0.3], [-0.3, -1.2, 0.2], [0.8, 0.2, 0.0], [-0.9, 3.1, 4.9], [3.1, -0.8, -4.4], [-2.6, -2.1, 1.8], [0.0, 0.7, -2.0], [0.1, -0.2, -0.1], [0.1, 0.5, -0.4], [0.1, 0.2, 0.4], [-0.1, 0.2, 0.1], [0.0, -0.9, -0.2], [-0.1, 0.6, -0.6], [-0.2, 1.2, -0.9], [0.2, 0.3, 0.1], [-1.1, -0.4, -1.2], [1.1, -0.9, 1.0], [3.9, -0.5, 2.8], [-2.0, 0.6, -3.9], [-2.4, 0.7, 0.7], [0.2, -0.1, 0.5], [0.1, -0.3, 0.2], [-0.2, 0.1, -0.2], [0.2, -0.6, 0.3], [0.5, 0.1, 0.4], [-0.1, -0.2, 0.2], [0.7, 1.3, 0.6], [-2.2, -2.0, -0.4], [-1.6, 0.2, -0.7], [0.8, 0.6, 0.7], [2.0, 0.8, -0.6], [-1.7, -0.9, 0.0], [1.7, -0.3, 0.5], [0.2, -0.2, 0.4], [0.0, 0.1, -0.5], [-0.1, -0.2, -0.4], [0.4, 0.1, -0.4], [0.1, 0.6, 0.1], [-0.5, -0.1, 0.6], [-1.1, -0.2, 0.0], [-0.4, 0.8, -0.1], [-0.3, -1.9, 0.7], [-0.8, 0.1, -0.9], [2.6, 2.3, 1.6], [-2.1, -4.4, -2.8], [1.0, 2.0, 1.7], [0.0, 0.1, 0.2], [0.2, 0.4, -0.3], [0.1, 0.0, -0.3], [-0.1, -0.3, -0.1], [-0.1, 0.2, 0.5], [0.8, 0.9, 0.0], [1.1, 0.1, -1.8], [-0.6, -0.4, 1.9], [0.8, -1.2, -2.7], [-1.5, 0.3, 1.9], [0.2, 1.3, 0.1], [0.9, -0.3, -0.9], [-0.2, -0.4, 1.0], [-0.3, -0.5, 0.3], [-0.4, 0.2, -0.3], [0.2, 0.4, 0.2], [0.2, -0.1, 0.5], [-0.4, 0.5, 0.0], [0.5, 1.4, -0.1], [1.5, -1.8, -0.5], [-0.8, -0.3, -1.7], [-0.1, 1.3, 1.1], [-0.8, 0.3, 0.9], [0.5, -0.3, 0.5], [0.1, -0.1, -0.1], [-0.2, -0.3, -0.3], [-0.3, 0.1, 0.2], [0.0, -0.1, 0.0], [-0.3, -0.1, 0.0], [-0.2, 0.2, 0.2], [0.6, -1.5, 1.2], [-0.5, -0.1, -1.0], [2.5, -0.2, 0.1], [-2.9, 1.1, 0.6], [0.0, -0.4, -0.9], [0.3, -0.2, 0.3], [0.1, -0.3, -0.5], [0.7, 0.5, -0.1], [-0.5, 0.3, -0.5], [-0.3, -0.1, 0.3], [-0.1, 0.8, 0.2], [0.2, -0.1, 0.0], [-0.8, -0.1, -0.2], [-0.8, 2.0, -0.8], [-0.1, -2.3, -1.1], [0.4, 1.2, 1.1], [0.5, -0.2, -0.6], [0.5, -1.2, 1.9], [-0.1, -0.1, 0.4], [-0.1, 0.6, -0.2], [0.5, -0.3, 0.2], [0.6, -0.4, -0.4], [-0.2, 0.9, -0.3], [-0.4, 0.1, -0.2], [-0.6, 0.1, -0.1], [1.6, 0.1, -1.2], [-1.0, -0.3, -2.3], [-1.5, 3.4, 1.9], [-0.1, -2.4, 3.3], [1.5, -0.4, -1.2], [0.2, -0.2, -0.8], [0.5, -0.5, 0.3], [-0.2, 0.3, -0.3], [-0.2, 0.0, 0.1], [0.2, 0.0, -0.2], [-0.3, -0.2, 0.3]]}

# 2
{"formula": "C22H22ClN4O4S2Sn", "method": "wB97M-V/def2-TZVPD", "total_charge": 1, "e_homo_ev": -11.506, "homo_lumo_gap_ha": 0.2952, "species": ["Sn", "C", "N", "C", "C", "N", "C", "C", "C", "C", "C", "C", "C", "S", "C", "C", "C", "C", "C", "C", "S", "H", "H", "H", "H", "H", "H", "H", "H", "H", "H", "H", "H", "H", "H", "H", "H", "H", "H", "O", "Cl", "O", "O", "O", "N", "C", "C", "C", "C", "C", "N", "C", "H", "H", "H", "H"], "xyz": [[-0.651474, -0.130718, -0.402174], [2.389471, -1.485652, -0.835520], [1.571673, -0.799227, 0.196456], [1.290619, -1.768985, 1.301876], [0.403731, -2.881228, 0.793405], [-0.906053, -2.350947, 0.369797], [-1.493124, -3.263939, -0.654317], [-1.870073, -2.125393, 1.445758], [-1.774909, -2.732398, 2.690197], [-2.730752, -2.481055, 3.662295], [-3.780795, -1.616186, 3.400983], [-3.868457, -0.987513, 2.170909], [-2.918650, -1.233007, 1.186339], [-3.049718, -0.382292, -0.367627], [2.228374, 0.377519, 0.759185], [3.599849, 0.570822, 0.649028], [4.195890, 1.693504, 1.201332], [3.423157, 2.633507, 1.864778], [2.056672, 2.447137, 1.976046], [1.448712, 1.317134, 1.434574], [-0.301298, 1.139828, 1.613198], [3.156458, -2.098015, -0.356272], [1.760097, -2.126681, -1.444704], [2.855847, -0.757064, -1.482921], [2.240485, -2.166345, 1.664801], [0.809032, -1.234157, 2.120059], [0.851088, -3.352382, -0.078104], [0.298960, -3.669672, 1.537392], [-1.617856, -4.253936, -0.212828], [-2.456079, -2.884960, -0.980405], [-0.824657, -3.314709, -1.510984], [-0.967230, -3.409597, 2.925391], [-2.649138, -2.965405, 4.625527], [-4.527664, -1.420667, 4.158178], [-4.670706, -0.291463, 1.965953], [4.217075, -0.152236, 0.136794], [5.264080, 1.831113, 1.108537], [3.881294, 3.515753, 2.290126], [1.442570, 3.180493, 2.483298], [1.434745, 0.612021, -2.605315], [0.617825, -0.286355, -3.358923], [-0.203777, 0.390398, -4.287113], [1.345516, -1.355636, -3.918922], [-0.333067, -0.932630, -2.319682], [1.256401, 6.050845, -1.415127], [0.562727, 5.173772, -1.673215], [-0.310218, 4.073988, -1.974330], [-1.360068, 4.193627, -2.882176], [-2.158423, 3.091571, -3.124360], [-1.889219, 1.912838, -2.456921], [-0.889268, 1.808499, -1.573793], [-0.106720, 2.862451, -1.337457], [-1.536220, 5.134255, -3.386005], [-2.977885, 3.135522, -3.826064], [-2.479023, 1.023772, -2.638094], [0.700174, 2.740084, -0.628861]], "forces_ev_per_angstrom": [[-0.1, 0.0, 0.0], [0.0, 0.0, 0.0], [0.1, 0.0, 0.0], [-0.1, 0.0, 0.0], [0.0, 0.0, 0.0], [0.0, 0.0, 0.0], [0.0, 0.0, 0.0], [0.0, 0.0, 0.0], [0.0, 0.0, 0.0], [0.0, 0.0, 0.0], [0.0, 0.0, 0.0], [0.0, 0.0, 0.0], [0.0, 0.0, 0.0], [0.0, 0.0, 0.1], [0.0, -0.1, -0.1], [0.0, 0.0, 0.0], [0.0, 0.0, 0.0], [0.0, 0.0, 0.0], [0.0, 0.0, 0.0], [0.0, 0.1, 0.0], [-0.1, -0.1, 0.1], [0.0, 0.0, 0.0], [0.0, 0.0, 0.0], [0.0, 0.0, 0.0], [0.0, 0.0, 0.0], [0.0, 0.0, 0.0], [0.0, 0.0, 0.0], [0.0, 0.0, 0.0], [0.0, 0.0, 0.0], [0.0, 0.0, 0.0], [0.0, 0.0, 0.0], [0.0, 0.0, 0.0], [0.0, 0.0, 0.0], [0.0, 0.0, 0.0], [0.0, 0.0, 0.0], [0.0, 0.0, 0.0], [0.0, 0.0, 0.0], [0.0, 0.0, 0.0], [0.0, 0.0, 0.0], [0.2, 0.2, 0.0], [-0.1, -0.1, -0.1], [0.0, 0.0, -0.1], [0.0, 0.0, 0.0], [0.0, -0.1, 0.1], [0.0, 0.0, 0.0], [0.0, 0.0, 0.0], [0.0, 0.0, 0.0], [0.0, 0.0, 0.0], [0.0, 0.0, 0.0], [0.0, 0.0, 0.0], [0.0, 0.0, 0.0], [0.0, 0.0, 0.0], [0.0, 0.0, 0.0], [0.0, 0.0, 0.0], [0.0, 0.0, 0.0], [0.0, 0.0, 0.0]]}